Entry 1:
Here is a molecular structure, C30H42Br2N6O10Sr in a non-equilibrium geometry from the OMol25 dataset. Energies are from the ωB97M-V functional and the def2-TZVPD basis.

* DFT total energy: -202103.236 eV
* frontier orbital gap: 6.7 eV
* net charge: +2
* lowest unoccupied orbital energy: -6.7 eV

Each line ends with the Löwdin charge.
CARTESIAN COORDINATES (ANGSTROEM)
N 2.613 4.027 0.764  0.2591
H 3.268 4.323 0.041  0.1473
H 2.859 4.384 1.695  0.1312
H 2.567 2.945 0.907  0.0679
H 1.662 4.415 0.669  0.1050
N 3.768 -1.053 2.071  0.2831
H 4.518 -1.662 1.720  0.1259
H 4.165 -0.479 2.815  0.1215
H 2.953 -1.570 2.468  0.0547
H 3.438 -0.321 1.395  0.1131
Sr 2.107 1.601 4.249  1.6143
C 1.750 -3.271 4.751  -0.0847
C 1.393 -2.105 3.873  -0.4999
O 1.739 -0.884 4.414  -0.4725
H 2.804 -3.375 5.000  0.0779
H 1.489 -4.188 4.193  0.0812
H 1.112 -3.354 5.630  0.0802
H 0.314 -2.192 3.633  0.1048
H 1.831 -2.302 2.857  0.0453
C 0.827 -0.345 0.861  -0.0942
C 1.419 1.022 0.590  -0.3991
O 2.365 1.467 1.561  -0.4739
H 0.055 -0.556 0.109  0.0515
H 0.264 -0.385 1.798  0.0567
H 1.577 -1.121 0.739  0.0400
H 0.622 1.763 0.399  0.0860
H 1.964 0.963 -0.367  0.0888
Br 0.976 -0.654 -2.924  0.7329
C 1.275 0.534 -4.455  -0.6433
C 2.334 1.537 -4.022  -0.7506
Br 2.742 2.738 -5.477  0.6707
H 0.324 1.026 -4.620  0.0472
H 1.571 -0.029 -5.331  0.0636
H 3.226 1.010 -3.688  0.0511
H 1.982 2.141 -3.193  0.0227
C -3.719 -4.374 2.072  -0.0436
C -2.641 -3.496 2.147  -0.0533
C -2.395 -2.600 1.133  -0.0188
C -3.192 -2.602 0.017  -0.1545
C -4.237 -3.507 -0.067  0.0023
C -4.549 -4.378 0.957  -0.0415
N -3.102 -1.508 -0.931  -0.3592
O -3.931 -1.416 -1.772  0.1298
O -2.187 -0.730 -0.785  0.0116
H -3.976 -5.071 2.862  0.1173
H -2.050 -3.488 3.055  0.1070
H -1.625 -1.857 1.296  0.0909
H -4.841 -3.583 -0.966  0.1283
H -5.308 -5.126 0.799  0.1180
C -3.189 2.563 -3.416  -0.0301
C -2.802 3.696 -4.116  -0.0428
C -1.742 4.487 -3.693  0.0114
C -0.942 4.022 -2.680  -0.1597
C -1.266 2.851 -2.014  -0.0210
C -2.372 2.131 -2.380  -0.0803
N 0.220 4.758 -2.251  -0.3529
O 0.552 5.707 -2.875  0.1504
O 0.808 4.371 -1.258  -0.0007
H -4.122 2.064 -3.632  0.1207
H -3.440 4.184 -4.845  0.1197
H -1.486 5.278 -4.386  0.1327
H -0.708 2.587 -1.124  0.0982
H -2.532 1.142 -1.961  0.0850
C 1.164 -4.200 -2.663  -0.0709
C 0.707 -3.657 -1.478  -0.1138
C 1.533 -3.613 -0.373  -0.0132
C 2.831 -4.066 -0.476  -0.1569
C 3.236 -4.820 -1.567  0.0142
C 2.406 -4.844 -2.660  -0.0435
N 3.729 -3.831 0.628  -0.3501
O 3.253 -3.744 1.742  0.0500
O 4.887 -3.613 0.368  0.1040
H 0.635 -4.187 -3.604  0.1162
H -0.230 -3.118 -1.393  0.0920
H 1.229 -3.012 0.473  0.0923
H 4.171 -5.360 -1.485  0.1331
H 2.649 -5.440 -3.531  0.1208
C -3.081 4.584 0.524  -0.0348
C -2.031 4.925 1.346  -0.0497
C -1.390 3.942 2.079  -0.0125
C -1.849 2.633 2.005  -0.1608
C -2.800 2.286 1.087  0.0062
C -3.419 3.256 0.320  -0.0435
N -1.323 1.621 2.901  -0.3068
O -0.498 1.962 3.772  -0.0941
O -1.635 0.497 2.706  0.1430
H -3.621 5.350 -0.021  0.1274
H -1.682 5.938 1.493  0.1199
H -0.622 4.152 2.813  0.1089
H -3.125 1.254 1.016  0.1274
H -4.224 2.948 -0.329  0.1250

Atoms 1-3, force components in eV/Å:
N -0.669 0.000 1.462
H -0.348 0.225 0.006
H 0.735 0.028 -0.544

=====

Entry 2:
Here is a molecular structure, C30H42BrClN2P2W in a non-equilibrium geometry from the OMol25 dataset. Energies are from the ωB97M-V functional and the def2-TZVPD basis.

* DFT total energy: -137689.184 eV
* frontier orbital gap (spin up / spin down): 4.1 / 4.1 eV
* net charge: +4
* ⟨S²⟩: 2.11
* multiplicity: 3
* lowest unoccupied orbital energy (spin up / spin down): -14.7 / -14.7 eV

Each line ends with the Löwdin spin population.
CARTESIAN COORDINATES (ANGSTROEM)
C 3.022 4.804 -0.688  0.0059
C 2.021 3.961 -1.282  0.0087
C 1.962 4.103 -2.717  0.0039
C 2.679 5.133 -3.354  0.0001
N 3.474 5.988 -2.769  0.0021
C 3.652 5.785 -1.487  0.0001
C 1.086 3.182 -0.551  0.0550
C 0.236 2.504 0.040  0.0134
C -1.164 2.487 0.462  0.0751
C -1.433 1.355 1.519  -0.0157
C -2.832 0.761 1.598  -0.0756
C -3.795 1.708 1.358  0.0733
C -3.568 3.055 0.977  -0.0465
C -2.261 3.492 0.420  0.0443
W -0.946 -0.713 1.302  1.6300
P 1.329 -0.365 0.417  0.0262
H 1.453 3.435 -3.372  0.0001
H 3.359 4.750 0.329  0.0001
H 2.605 5.313 -4.410  0.0002
H 4.338 6.495 -1.067  0.0001
H -2.147 4.612 0.144  0.0007
H -0.739 1.407 2.452  -0.0062
H -4.435 3.766 0.989  -0.0023
H -3.014 -0.190 2.104  -0.0006
C 2.132 -2.022 0.460  0.0284
C 3.454 -2.254 -0.323  0.0085
H 1.394 -2.767 0.116  0.0019
H 2.269 -2.164 1.541  -0.0002
H 3.762 -3.291 -0.130  0.0019
H 3.409 -2.114 -1.417  0.0001
H 4.245 -1.581 0.034  0.0002
C 1.608 0.063 -1.337  0.0043
C 2.973 0.601 -1.806  -0.0004
H 0.809 0.758 -1.595  0.0000
H 1.387 -0.890 -1.835  0.0000
H 2.929 0.646 -2.900  0.0002
H 3.235 1.594 -1.424  0.0000
H 3.781 -0.086 -1.547  0.0000
C 2.482 0.739 1.292  0.0010
C 4.017 0.531 1.244  -0.0009
H 2.140 0.726 2.331  -0.0004
H 2.128 1.694 0.883  0.0001
H 4.419 1.344 1.861  0.0000
H 4.366 -0.431 1.664  0.0000
H 4.423 0.611 0.223  0.0000
Br -5.548 0.758 1.816  0.0224
P -1.873 -1.626 -0.934  0.0000
C -0.762 -2.503 -2.142  0.0036
C -1.164 -3.799 -2.850  0.0001
H 0.169 -2.740 -1.623  -0.0005
H -0.424 -1.819 -2.924  0.0003
H -0.344 -4.250 -3.427  0.0003
H -1.465 -4.584 -2.164  0.0001
H -1.958 -3.682 -3.586  0.0000
C -2.889 -2.952 -0.189  0.0153
C -4.249 -3.341 -0.784  0.0029
H -3.082 -2.642 0.852  0.0062
H -2.311 -3.877 -0.071  0.0007
H -4.841 -3.981 -0.115  0.0001
H -4.878 -2.478 -0.985  0.0003
H -4.181 -3.932 -1.699  0.0007
C -2.773 -0.553 -2.097  -0.0038
C -3.309 -1.079 -3.432  -0.0020
H -2.069 0.250 -2.367  -0.0001
H -3.557 0.015 -1.574  -0.0004
H -3.915 -0.333 -3.966  -0.0004
H -2.528 -1.351 -4.145  -0.0001
H -3.962 -1.940 -3.317  0.0000
Cl -0.782 0.640 6.856  -0.0010
C -0.592 -0.528 5.568  0.0047
C -0.537 -1.938 5.772  0.0399
C -0.315 -2.836 4.700  0.0012
C -0.281 -2.318 3.402  0.0353
N -0.383 -0.933 3.227  0.0224
C -0.445 -0.073 4.273  0.0116
H -0.702 -2.312 6.787  0.0013
H -0.035 -3.915 4.841  -0.0004
H 0.053 -2.861 2.508  0.0022
H -0.315 0.980 4.044  0.0002

Atoms 1-3, force components in eV/Å:
C -0.363 0.168 -0.868
C 1.432 1.109 -1.047
C 0.360 0.584 0.732

=====

Entry 3:
Here is a molecular structure, C30H42N4O3SV from the OMol25 dataset. Energies are from the ωB97M-V functional and the def2-TZVPD basis.

* DFT total energy: -80405.168 eV
* frontier orbital gap (spin up / spin down): 6.4 / 5.5 eV
* net charge: +2
* ⟨S²⟩: 0.79
* multiplicity: 2
* lowest unoccupied orbital energy (spin up / spin down): -5.8 / -5.8 eV

Each line ends with the Löwdin spin population.
CARTESIAN COORDINATES (ANGSTROEM)
V -0.459 0.296 -0.378  1.0007
C 4.149 0.847 5.011  0.0002
C 3.232 0.407 3.905  -0.0003
C 3.248 -0.876 3.390  -0.0044
C 2.370 -1.286 2.370  -0.0010
C 2.554 -2.645 1.946  -0.0003
N 1.712 -3.520 1.490  0.0000
C 0.238 -3.487 1.443  0.0000
C -0.359 -3.450 2.851  0.0000
C -1.880 -3.529 2.825  -0.0001
N -2.438 -2.326 2.197  -0.0011
C -3.670 -1.931 2.257  0.0000
C -4.169 -0.814 1.517  0.0000
C -5.533 -0.483 1.606  0.0077
C -6.085 0.538 0.860  0.0000
C -7.542 0.895 0.951  -0.0003
C -5.223 1.219 -0.007  0.0062
C -3.871 0.926 -0.139  0.0010
C -3.083 1.689 -1.102  0.0324
N -1.853 1.502 -1.403  -0.0053
C -1.266 2.503 -2.312  -0.0018
C -0.247 3.381 -1.561  -0.0028
C -0.326 3.312 -0.045  0.0054
N 0.144 2.000 0.476  -0.0031
C 0.876 2.081 1.541  -0.0328
C 1.545 0.979 2.204  -0.0048
C 2.374 1.306 3.279  -0.0045
C 1.497 -0.358 1.743  -0.0075
O 0.784 -0.718 0.714  0.0177
C -3.313 -0.093 0.652  0.0030
O -2.046 -0.405 0.584  0.0073
H 4.455 0.009 5.635  0.0000
H 3.660 1.577 5.654  0.0000
H 5.051 1.311 4.609  0.0001
H 3.947 -1.600 3.796  -0.0004
H 3.564 -3.036 2.035  -0.0001
H 2.121 -4.407 1.230  0.0000
H -0.049 -4.405 0.932  0.0000
H -0.047 -2.642 0.821  0.0000
H -0.037 -2.552 3.384  0.0000
H 0.008 -4.305 3.421  0.0000
H -2.285 -3.611 3.833  0.0000
H -2.211 -4.398 2.253  0.0000
H -1.865 -1.736 1.575  -0.0001
H -4.353 -2.506 2.878  0.0000
H -6.166 -1.051 2.279  0.0004
H -8.038 0.301 1.716  0.0000
H -8.054 0.713 0.005  -0.0001
H -7.675 1.946 1.206  -0.0001
H -5.631 2.016 -0.622  0.0002
H -3.623 2.493 -1.606  0.0009
H -2.067 3.119 -2.729  -0.0002
H -0.795 1.983 -3.144  -0.0004
H -0.401 4.420 -1.857  -0.0004
H 0.772 3.128 -1.858  -0.0006
H -1.342 3.481 0.317  0.0000
H 0.298 4.101 0.378  0.0006
H 1.083 3.069 1.949  -0.0021
H 2.377 2.340 3.612  -0.0001
C 1.007 -1.020 -6.235  0.0001
C 1.704 -0.783 -4.901  0.0006
C 0.748 -0.120 -3.916  0.0020
S 1.324 -0.099 -2.215  -0.0036
O 1.861 -1.463 -1.918  -0.0065
C 2.713 1.053 -2.277  -0.0013
C 4.066 0.366 -2.435  -0.0004
C 5.181 1.404 -2.489  -0.0001
H 1.689 -1.465 -6.958  0.0000
H 0.629 -0.092 -6.667  0.0000
H 0.162 -1.702 -6.120  0.0000
H 2.580 -0.148 -5.044  0.0000
H 2.059 -1.723 -4.478  -0.0001
H -0.204 -0.658 -3.871  0.0006
H 0.532 0.911 -4.206  -0.0001
H 2.682 1.609 -1.336  -0.0002
H 2.512 1.767 -3.081  -0.0001
H 4.072 -0.260 -3.325  0.0000
H 4.212 -0.311 -1.594  0.0000
H 5.055 2.088 -3.330  0.0000
H 6.152 0.924 -2.598  0.0000
H 5.208 2.002 -1.576  0.0000

Atoms 1-3, force components in eV/Å:
V 0.473 -0.476 0.351
C -0.006 -0.020 0.068
C -0.071 -0.045 -0.102